(1)
Here is the molecule C6H10 from OMol25. Energies are from ωB97M-V/def2-TZVPD.

Output
Gap between HOMO and LUMO (Ha): 0.4029
E_HOMO (eV): -9.74

Cartesian coordinates (Å):
C: 0.264 -1.305 0.107
C: 1.327 -0.248 0.500
C: 0.951 0.977 -0.333
C: -0.925 -0.530 -0.472
C: -1.579 0.392 0.509
C: -0.559 0.930 -0.472
H: -0.984 1.604 -1.211
H: -0.034 -1.910 0.971
H: -1.462 -0.955 -1.312
H: 1.300 0.800 -1.362
H: 1.298 -0.018 1.572
H: 0.668 -1.989 -0.646
H: 2.345 -0.589 0.279
H: -2.594 0.712 0.284
H: -1.409 0.212 1.569
H: 1.392 1.916 0.016

(2)
Here is a structure of composition C6H10 at a distorted geometry from OMol25. Energies are from ωB97M-V/def2-TZVPD.

Output
Gap between HOMO and LUMO (Ha): 0.3269
E_HOMO (eV): -7.92

Cartesian coordinates (Å):
C: -0.687 -0.387 0.096
C: -2.022 0.054 0.521
C: 2.933 0.094 0.449
C: 0.424 -0.705 -0.271
C: -2.808 0.770 -0.584
C: 1.760 -1.051 -0.636
H: 2.595 1.137 0.392
H: 2.531 -0.315 -0.926
H: -2.592 -0.810 0.885
H: -1.906 0.721 1.386
H: 4.019 0.054 0.233
H: 2.697 -0.368 1.382
H: -2.264 1.651 -0.938
H: 2.075 -2.047 -0.337
H: -2.967 0.106 -1.438
H: -3.787 1.096 -0.214